No. 1
This record from the OMol25 dataset describes a molecular structure, C3H2O3Sr in a non-equilibrium geometry. The level of theory is the ωB97M-V functional and the def2-TZVPD basis.

The value obtained for the energy relative to the best compared isomer or geometry (same formula, charge and spin) is 25.1 kcal/mol. Its gap between HOMO and LUMO (spin up / spin down) is 5.72 / 9.86 eV. The spin multiplicity is 2. The calculation puts the LUMO energy (spin up / spin down) at -3.5 / -3.9 eV. The calculation puts the HOMO energy (spin up / spin down) at -9.2 / -13.8 eV. The total charge is +1. Its expectation value of S² is 0.750.

XYZ file:
```
9
Properties=species:S:1:pos:R:3:forces:R:3
C 1.9331 -0.8498 0.2650 -0.164 -0.364 0.301
C 1.1844 0.0533 0.8233 -0.250 0.047 -1.124
O 0.4451 0.9095 1.1571 0.104 -0.163 0.445
C -1.9795 0.3061 -1.4737 0.504 -0.894 -0.782
O -1.5790 -0.1745 -2.4409 -0.344 0.526 0.500
O -2.3549 0.7306 -0.4528 -0.126 0.367 0.281
H 2.5479 -1.4950 0.8933 -0.042 0.237 -0.310
Sr -1.9819 1.5767 2.0382 0.121 0.001 -0.025
H 1.7848 -1.0568 -0.8095 0.197 0.242 0.713
```
Forces are in eV/Å.



No. 2
This record from the OMol25 dataset describes 11 unconnected molecules or ions with the total composition C3H30NO10 in a non-equilibrium geometry. The level of theory is the ωB97M-V functional and the def2-TZVPD basis.

The value obtained for the energy relative to the best compared isomer or geometry (same formula, charge and spin) is 0.0 kcal/mol. Its gap between HOMO and LUMO is 11.55 eV. The calculation puts the LUMO energy at -2.6 eV. The calculation puts the HOMO energy at -14.1 eV. The total charge is +1.

XYZ file:
```
44
Properties=species:S:1:pos:R:3:forces:R:3
C -0.7684 -1.9897 -0.1675 -0.137 -1.825 0.737
C -0.9747 -0.4990 -0.1647 -0.854 -0.799 -0.962
N -1.8460 -0.1197 -1.3630 1.453 0.921 0.400
C -2.1318 1.3360 -1.3489 0.394 1.784 -0.455
H -0.2263 -2.3837 -1.0351 0.143 0.423 0.158
H -0.2361 -2.3432 0.7622 -0.426 0.507 -0.970
H -1.7211 -2.5674 -0.1658 0.447 0.684 0.105
H -1.5042 -0.1757 0.7176 -0.180 0.166 -0.011
H -0.0369 0.0221 -0.2108 0.134 0.385 -0.361
H -2.6980 -0.6449 -1.2732 -0.816 -0.378 0.331
H -1.3324 -0.3798 -2.2516 0.136 0.206 0.664
H -2.6209 1.6630 -0.4294 0.100 -0.564 0.099
H -2.8205 1.6307 -2.1610 0.489 -0.446 0.166
H -1.1878 1.9726 -1.4353 -1.135 -1.279 -0.085
H -3.3337 -1.2943 1.1128 -0.298 0.073 -0.464
H -4.6209 -1.6120 0.3308 -0.670 -0.292 -0.056
O -3.7935 -1.1560 0.2450 0.602 0.214 0.356
H 4.1712 1.2790 2.0857 0.222 0.056 0.340
H 3.3052 0.0703 1.5732 0.243 0.317 0.089
O 3.7327 0.9145 1.3214 -0.174 -0.129 -0.324
H 2.0231 -1.2116 0.4852 0.526 -0.386 1.110
H 2.5123 -2.1747 1.6350 0.427 -1.204 0.181
O 2.1846 -1.3041 1.4934 -0.825 1.179 -1.379
H 2.6986 1.7904 0.1522 -0.289 -0.107 -0.250
H 1.1607 1.8662 0.1841 -0.548 0.190 0.475
O 1.9008 1.7598 -0.4317 0.919 -0.142 -0.095
H 2.0534 0.1719 -0.9327 -0.164 -0.527 -0.109
H 2.8417 -0.9334 -1.5659 4.246 -0.949 -2.330
O 2.0726 -0.8231 -1.1284 -3.690 1.600 2.612
H 0.8494 -0.7787 -2.4210 1.067 -0.705 0.979
H 0.4712 0.4439 -3.2002 -0.008 0.279 -0.125
O 0.2075 -0.4771 -3.0354 -1.412 0.226 -1.360
H -1.5502 -1.1339 2.6164 1.548 0.611 0.224
H -2.8179 -1.4497 3.3653 -0.639 0.015 1.072
O -2.4084 -1.5060 2.5210 -1.137 -0.827 -1.002
H -0.1646 2.6790 1.9213 0.040 -0.752 -0.701
H -0.0996 1.1182 1.9379 -0.022 0.347 -0.121
O -0.1249 1.8930 1.3291 -0.112 0.932 0.924
H 1.3989 2.6222 -3.5427 -0.879 -0.713 1.052
H 1.3280 2.1814 -2.0481 0.685 0.177 0.898
O 0.8571 2.1228 -2.8731 0.280 0.871 -2.227
H 0.3285 -0.3649 3.6340 0.435 0.116 1.746
H 0.7701 -0.7781 2.2506 0.046 -0.102 0.054
O 0.0254 -0.3652 2.7508 -0.167 -0.156 -1.385
```
Forces are in eV/Å.



No. 3
This record from the OMol25 dataset describes 13 unconnected molecules or ions with the total composition C3H30O13S in a non-equilibrium geometry. The level of theory is the ωB97M-V functional and the def2-TZVPD basis.

The value obtained for the energy relative to the best compared isomer or geometry (same formula, charge and spin) is 82.4 kcal/mol. Its gap between HOMO and LUMO is 6.02 eV. The calculation puts the LUMO energy at 4.7 eV. The calculation puts the HOMO energy at -1.3 eV. The total charge is -2.

XYZ file:
```
47
Properties=species:S:1:pos:R:3:forces:R:3
C 1.7355 0.1557 0.5997 -0.691 3.413 -2.103
O 0.6426 -0.3462 -0.1383 0.638 0.101 0.127
C 1.4087 1.2632 1.6399 -4.222 -0.825 0.159
C 2.5559 2.1607 2.0489 -0.985 1.816 1.292
S 1.9119 3.6931 3.1197 0.354 -1.142 -0.833
H 2.3347 -0.5286 1.1062 1.023 -1.858 0.691
H 2.3788 0.7272 -0.1263 0.050 -0.725 0.275
H 0.8411 0.6681 2.4541 1.763 0.970 -0.253
H 0.3877 1.8539 1.3397 2.730 -0.727 -0.111
H 3.1257 2.5564 1.1741 -0.366 -0.467 0.585
H 3.2142 1.7280 2.8001 0.210 -0.399 -0.500
H 2.0030 -0.9689 -3.7853 -2.357 0.787 -0.437
H 2.9737 -1.1627 -2.7019 0.040 -0.077 0.493
O 2.7992 -1.3949 -3.6097 2.856 -0.786 -0.251
H -0.2215 -1.2512 0.3421 -0.420 0.145 0.124
H -1.1837 -1.7387 1.4724 -1.025 0.505 2.718
O -0.9736 -1.9797 0.6178 1.232 -0.402 -2.659
H -3.5898 -2.5013 -0.0540 -1.376 2.372 0.926
H -2.2836 -2.8444 -0.6748 -0.545 -0.239 0.838
O -3.1240 -3.2304 -0.3489 1.513 -2.356 -1.690
H 0.2463 0.9083 -1.1722 -1.314 1.164 -0.015
H -0.6794 2.2087 -0.9737 0.129 0.623 0.813
O -0.3332 1.6331 -1.6380 1.477 -1.617 -0.538
H -0.6691 0.2945 -3.6520 -0.166 -0.029 0.257
H -1.8686 -0.6120 -3.2745 0.867 1.499 -1.273
O -1.5902 0.1367 -3.8942 -0.924 -1.457 0.685
H -2.7332 0.9614 -2.4510 0.083 -0.658 2.444
H -2.0634 0.7211 -1.0746 2.349 0.067 0.561
O -2.8978 0.6948 -1.4731 -2.465 0.467 -2.951
H 1.4474 -3.9732 2.6009 1.375 1.639 -0.296
H 1.0541 -2.5283 2.8670 2.978 -1.260 -0.695
O 1.9282 -3.0836 2.6744 -4.110 -0.174 1.427
H 0.4149 -1.2171 -1.7536 0.246 -1.299 -2.067
H -0.2094 -2.5053 -2.4736 0.907 0.958 -0.271
O 0.3829 -1.7386 -2.6801 -1.393 0.514 2.874
H -5.1136 1.2930 0.4016 0.686 -0.219 0.139
H -4.1906 2.1237 -0.5904 0.282 -0.830 0.227
O -5.0885 1.9034 -0.3281 -1.301 1.022 -0.314
H 1.6826 3.7992 0.2236 -0.331 0.517 0.639
H 0.9792 5.0878 1.0344 1.531 -2.698 -3.596
O 1.2281 4.6379 0.0473 -1.208 2.107 2.820
H 0.6967 -2.7879 0.0740 -1.029 0.399 0.136
H 2.1550 -2.8372 0.3504 -0.099 -0.249 0.055
O 1.4154 -3.4047 0.1004 1.138 -0.755 -0.561
H -0.7790 1.2120 3.4379 -1.216 -1.710 0.123
H -0.9932 -0.1636 2.8644 1.778 -2.491 -3.065
O -1.3583 0.3768 3.4775 -0.693 4.363 3.053
```
Forces are in eV/Å.



No. 4
This record from the OMol25 dataset describes 14 unconnected molecules or ions with the total composition C3H31NO15S in a non-equilibrium geometry. The level of theory is the ωB97M-V functional and the def2-TZVPD basis.

The value obtained for the energy relative to the best compared isomer or geometry (same formula, charge and spin) is 29.1 kcal/mol. Its gap between HOMO and LUMO is 6.52 eV. The calculation puts the LUMO energy at 5.0 eV. The calculation puts the HOMO energy at -1.5 eV. The total charge is -2.

XYZ file:
```
51
Properties=species:S:1:pos:R:3:forces:R:3
C 1.2790 1.4027 -0.8327 -1.661 -1.191 -0.452
C 2.1376 2.4267 -0.1256 -0.140 0.498 1.239
S 2.5073 2.1585 1.6470 -0.156 -0.397 0.510
N 0.4344 0.5671 0.0501 -0.126 0.521 0.532
C -0.0091 -0.6889 -0.3175 0.703 1.096 -0.711
O 0.7337 -1.3050 -1.1421 -0.786 0.095 0.235
O -1.1052 -1.0958 0.1658 0.248 -0.442 0.229
H 0.5136 1.8622 -1.4915 0.847 0.281 -0.134
H 1.7904 0.6451 -1.4331 0.438 0.563 0.064
H 1.6285 3.3981 -0.0739 0.219 -0.130 -0.722
H 3.1209 2.5010 -0.5536 0.149 0.238 -0.767
H -0.1779 1.1056 0.6540 -0.004 -0.494 -0.053
H -1.3442 -0.0449 3.4097 -0.750 -0.295 0.594
H -1.5935 -1.4366 3.2123 -0.361 -0.447 0.215
O -1.9984 -0.7354 3.7415 0.869 0.433 -0.908
H 0.2373 2.9696 1.9509 0.076 0.271 -0.941
H -0.9862 4.0112 1.3965 0.195 -0.796 -0.600
O -0.3572 3.7378 2.0577 -0.029 0.778 1.517
H 2.5061 -1.2133 -2.2854 0.545 -0.395 -0.014
H 3.8406 -1.1092 -1.6319 -0.064 -0.193 -0.069
O 3.4487 -1.4203 -2.4725 -0.643 0.383 0.225
H -2.8786 -1.4011 0.7693 -0.297 0.921 0.057
H -3.7143 -0.7668 1.8912 0.239 0.219 -0.638
O -3.6207 -0.7715 0.9146 -0.255 -1.158 0.734
H -2.2137 1.6557 -1.4606 0.027 0.545 -0.304
H -2.3126 1.6814 -2.9715 0.277 0.540 0.501
O -2.0820 2.2631 -2.2142 -0.332 -1.030 -0.281
H 3.9559 -0.9886 0.9865 -0.021 0.020 -0.269
H 2.8618 -0.2046 0.3446 -0.189 0.328 0.065
O 3.7712 -0.4802 0.1848 0.475 -0.404 0.024
H -1.9833 -2.2600 -0.8508 0.806 0.073 -0.321
H -1.5374 -2.6314 -2.3053 0.455 -0.038 0.326
O -2.2650 -2.6965 -1.6812 -0.817 -0.127 -0.271
H -0.8608 -0.2832 -2.8923 0.927 -0.353 0.581
H 0.6838 -0.4203 -3.4544 -0.062 -0.339 1.211
O -0.2257 -0.1882 -3.6027 -1.020 0.717 -2.032
H -2.1360 2.1060 0.4337 0.242 -0.439 0.016
H -3.1060 0.7713 0.5617 0.762 0.791 0.419
O -2.9587 1.7417 0.7569 -0.847 -0.030 -0.186
H 1.3117 -3.0953 1.0300 0.873 0.603 0.361
H 1.5194 -1.7862 1.8990 -0.168 -0.134 -0.134
O 1.9596 -2.5800 1.5737 -0.390 -0.448 0.135
H 0.8901 0.7398 2.4042 0.182 1.031 0.338
H 0.0417 1.5807 3.5263 0.745 -0.490 -0.803
O 0.1289 0.7453 3.0283 -0.899 -0.301 0.749
H -3.6796 0.0582 -1.8164 -0.494 0.221 -0.003
H -3.1061 -1.2075 -2.3059 -0.475 -0.409 -0.343
O -3.7224 -0.4999 -2.6017 0.698 0.173 0.378
H 0.4938 -2.8820 -0.5879 0.408 -0.975 -0.747
H 1.6385 -3.4674 -1.3112 -0.012 -0.221 0.262
O 0.9274 -3.7791 -0.7298 -0.408 0.337 0.183
```
Forces are in eV/Å.



No. 5
This record from the OMol25 dataset describes 13 unconnected molecules or ions with the total composition C3H31O13 in a non-equilibrium geometry. The level of theory is the ωB97M-V functional and the def2-TZVPD basis.

The value obtained for the energy relative to the best compared isomer or geometry (same formula, charge and spin) is 7.6 kcal/mol. Its gap between HOMO and LUMO is 8.56 eV. The calculation puts the LUMO energy at 2.8 eV. The calculation puts the HOMO energy at -5.8 eV. The total charge is -1.

XYZ file:
```
47
Properties=species:S:1:pos:R:3:forces:R:3
C -15.8360 -11.1900 14.4370 0.029 0.231 -0.559
C -15.1580 -12.3870 13.7490 1.406 -0.352 -0.497
C -16.1210 -13.3410 13.0080 -1.027 1.740 1.133
O -14.1540 -11.9470 12.8330 -1.391 -0.251 0.932
H -16.2690 -11.4060 15.3720 -0.072 -0.727 1.635
H -16.7410 -10.7830 13.9670 0.507 -0.142 -0.833
H -15.0880 -10.4000 14.5890 -0.342 -0.054 -0.095
H -14.6000 -12.9720 14.5310 -0.701 0.175 -0.129
H -15.5870 -13.9800 12.3930 1.414 -1.182 -1.297
H -16.7760 -12.7190 12.3530 0.023 -0.515 0.612
H -16.6560 -14.0170 13.6730 -0.550 0.339 0.188
O -14.5800 -15.7230 10.0010 1.503 1.692 -0.578
H -14.0420 -15.3410 10.7480 -0.515 -0.399 -0.218
H -14.1680 -15.1570 9.2860 -0.677 -1.040 0.794
O -12.8140 -14.1730 11.9510 -0.269 -1.057 -0.175
H -11.9430 -13.8960 11.6680 -0.032 0.352 -0.052
H -13.3580 -13.3760 12.1370 0.124 0.752 0.295
O -18.2050 -10.3150 10.1470 -0.875 0.108 -0.343
H -18.0590 -10.8750 9.3880 0.041 -0.263 -0.303
H -17.4530 -10.4890 10.7070 0.739 0.138 0.534
O -17.1440 -8.2560 13.3410 -0.441 0.879 0.887
H -17.3810 -9.0000 13.8880 -0.372 -0.172 0.334
H -16.5330 -8.6570 12.7310 0.425 -0.276 -1.023
O -15.9130 -9.8620 11.6130 -0.524 0.541 0.816
H -15.4160 -10.2930 12.3170 0.420 -0.610 0.244
H -15.2660 -9.8530 10.9260 0.756 -0.157 -1.157
O -15.4280 -7.5810 15.9430 -0.789 1.858 0.917
H -14.7410 -8.1470 16.2120 1.596 -1.143 0.951
H -15.7600 -7.9930 15.1770 -0.902 -0.506 -1.823
O -12.2920 -10.8640 14.8340 0.416 -0.900 0.775
H -11.9520 -11.7480 15.0970 -0.272 0.922 -0.315
H -13.1010 -11.0910 14.3480 -0.122 -0.201 -0.795
O -12.5300 -10.1580 11.8340 1.028 0.398 -1.389
H -12.5700 -9.5000 12.5150 0.009 0.590 0.482
H -13.0200 -10.8750 12.2270 -0.700 -0.899 0.255
O -15.0030 -12.1060 10.2480 0.268 0.118 -0.332
H -15.0230 -12.1610 11.2050 1.394 0.925 1.100
H -15.6840 -12.7630 10.1620 -0.910 -0.506 -1.401
O -13.8060 -8.3610 13.4280 0.684 -0.414 1.276
H -13.3720 -7.6290 13.8630 0.166 0.202 0.614
H -14.1980 -7.9390 12.6940 -0.977 0.451 -1.559
O -13.2450 -9.2330 16.8600 -1.436 2.091 0.711
H -12.8120 -9.6920 17.5410 0.745 -0.797 1.500
H -12.9870 -9.6880 16.0930 0.805 -1.303 -2.166
O -16.8670 -13.9490 9.7860 -0.254 -0.071 -0.982
H -16.1310 -14.5580 9.5780 -0.486 -0.135 0.786
H -17.1780 -14.1060 10.6760 0.140 -0.429 0.249
```
Forces are in eV/Å.